The following is a DFT calculation (the ωB97M-V functional and the def2-TZVPD basis) of C27H30B2BaF6N15O4S2 as an isolated structure.

The calculation puts the LUMO energy (alpha / beta) at 0.0068 / -0.1365 hartree. Its frontier orbital gap (alpha / beta) is 9.075 / 5.175 eV. As for the spin multiplicity: 2.

CARTESIAN COORDINATES (ANGSTROEM)
Ba 0.72181 -0.71466 -0.04712
C 0.56794 -5.07852 -2.29512
C 1.03488 -3.76289 -2.23040
N 0.16833 -2.97725 -1.59958
N -0.86358 -3.76750 -1.23527
C -0.64293 -5.03064 -1.63702
B -2.11520 -3.26072 -0.47905
N -1.79150 -2.94027 1.00886
C -1.84954 -3.82591 2.01477
C -1.43444 -3.20999 3.17754
C -1.13140 -1.90968 2.77478
N -1.35113 -1.74626 1.46889
N -2.69273 -2.03732 -1.20073
C -3.86409 -1.98194 -1.86124
C -3.91769 -0.78583 -2.54451
C -2.69147 -0.17292 -2.24963
N -1.96657 -0.92155 -1.42866
H 1.04122 -5.93270 -2.74608
H 1.95910 -3.35254 -2.60847
H -1.37090 -5.79981 -1.44066
H -2.92448 -4.15103 -0.48890
H -2.18381 -4.83389 1.83347
H -1.35792 -3.63814 4.16110
H -0.76063 -1.08545 3.36669
H -4.56236 -2.80009 -1.80440
H -4.70879 -0.42381 -3.17799
H -2.31126 0.77956 -2.58209
C -3.60816 0.73300 0.93262
C -2.61092 1.80464 0.87840
C -2.33593 2.85810 1.75779
C -1.28550 3.52203 1.19600
N -0.96828 2.86944 -0.01134
N -1.71459 1.85472 -0.19899
B 0.30575 3.21222 -0.91223
N 1.47054 2.78340 -0.02539
C 2.78282 3.07803 -0.13742
C 3.36615 2.89722 1.09226
C 2.31498 2.50124 1.94341
C 2.34052 2.24839 3.41341
N 1.18107 2.41618 1.26302
N 0.25600 2.48093 -2.23678
C 0.00300 3.01111 -3.45426
C 0.01804 1.99319 -4.37148
C 0.29399 0.83394 -3.62012
C 0.42733 -0.56777 -4.11277
N 0.43629 1.13613 -2.33712
N 0.22271 4.71867 -1.13140
C -0.88333 5.47545 -1.33880
C -0.46812 6.72889 -1.70983
C 0.94248 6.65310 -1.69853
C 1.93126 7.72175 -2.03289
N 1.34380 5.44207 -1.34895
H -4.30082 0.86986 1.75875
H -3.07889 -0.22370 1.04014
H -4.14185 0.66528 -0.01976
H -2.84324 3.08832 2.67767
H -0.72978 4.39389 1.49502
H 3.19295 3.41720 -1.07352
H 4.40466 3.02146 1.34777
H 2.36676 3.19857 3.95108
H 3.21557 1.67615 3.71385
H 1.45107 1.70061 3.71831
H -0.15727 4.06973 -3.57564
H -0.14062 2.06327 -5.43383
H -0.18430 -0.71616 -5.00213
H 0.10046 -1.27916 -3.35550
H 1.46234 -0.79130 -4.38092
H -1.87619 5.06618 -1.23358
H -1.08299 7.58119 -1.94397
H 1.52804 8.70845 -1.80832
H 2.18702 7.69879 -3.09352
H 2.84812 7.57994 -1.46352
F 3.28978 -5.20484 -0.46416
C 3.67504 -4.71918 0.71188
F 4.98497 -4.50608 0.68541
F 3.38850 -5.59742 1.66309
S 2.78281 -3.13661 1.00965
O 3.15860 -2.24705 -0.07705
O 1.37626 -3.43710 1.06853
N 3.41828 -2.75681 2.39727
S 3.34384 -1.26100 2.86914
O 2.25138 -0.53198 2.24188
O 3.50510 -1.15565 4.27978
C 4.87770 -0.46879 2.16695
F 5.17757 0.61775 2.88360
F 4.69934 -0.09725 0.90262
F 5.90059 -1.31368 2.22998

From a Löwdin analysis of the wavefunction, the atomic charges in e read:
1 Ba 1.83
2 C -0.06
3 C -0.18
4 N -0.09
5 N -0.04
6 C -0.08
7 B -0.54
8 N -0.04
9 C -0.08
10 C -0.05
11 C -0.18
12 N -0.12
13 N -0.04
14 C -0.08
15 C -0.07
16 C -0.19
17 N -0.01
18 H 0.09
19 H 0.11
20 H 0.12
21 H 0.12
22 H 0.12
23 H 0.10
24 H 0.11
25 H 0.12
26 H 0.09
27 H 0.09
28 C 0.00
29 C -0.21
30 C 0.02
31 C 0.02
32 N 0.03
33 N 0.19
34 B -0.69
35 N -0.01
36 C -0.06
37 C -0.01
38 C -0.35
39 C -0.03
40 N 0.09
41 N 0.00
42 C -0.05
43 C -0.01
44 C -0.37
45 C -0.03
46 N 0.01
47 N -0.03
48 C -0.10
49 C -0.02
50 C -0.35
51 C -0.04
52 N 0.14
53 H 0.09
54 H 0.07
55 H 0.09
56 H 0.12
57 H 0.14
58 H 0.12
59 H 0.11
60 H 0.08
61 H 0.06
62 H 0.08
63 H 0.12
64 H 0.10
65 H 0.09
66 H 0.03
67 H 0.08
68 H 0.12
69 H 0.10
70 H 0.07
71 H 0.08
72 H 0.08
73 F 0.15
74 C -0.68
75 F 0.16
76 F 0.16
77 S 0.55
78 O -0.41
79 O -0.33
80 N -0.28
81 S 0.59
82 O -0.47
83 O -0.24
84 C -0.66
85 F 0.13
86 F 0.13
87 F 0.15

---

The following is a DFT calculation (the ωB97M-V functional and the def2-TZVPD basis) of C27H30BBaClFIN4O7PS as an isolated structure.

The calculation puts the LUMO energy at -0.2232 hartree. As for the charge: +1. Its frontier orbital gap is 2.234 eV. As for the spin multiplicity: 1.

CARTESIAN COORDINATES (ANGSTROEM)
C -1.52961 6.59572 1.25843
C -2.98603 6.08603 1.22990
C -3.12574 4.62682 1.67903
Cl -2.40636 4.55878 3.33506
C -2.49079 3.61988 0.73028
C -2.04001 4.05666 -0.51443
C -1.47363 3.20525 -1.45384
C -1.01487 3.69639 -2.82083
O 0.15034 4.10580 -2.89568
O -1.87683 3.57376 -3.69285
C -1.36508 1.88005 -1.12156
C -1.77294 1.39261 0.11673
C -2.35597 2.25309 1.04691
C -2.85752 1.64904 2.32407
C -1.97533 1.48927 3.38229
C -2.44469 0.92526 4.54749
C -3.77327 0.55253 4.56406
C -4.57587 0.72155 3.45944
N -4.12747 1.27695 2.32826
N -1.61002 0.01291 0.44102
F -2.61674 -0.76683 -0.21531
C -0.36400 -0.52195 0.03019
C 0.16468 -0.28059 -1.23914
C 1.37385 -0.84217 -1.65831
B 1.84380 -0.49255 -3.15123
O 0.92838 -0.70734 -4.15430
N 3.17044 0.03414 -3.48496
C 3.88094 -1.00012 -4.29681
C 2.95711 1.23180 -4.35825
C 2.09036 -1.64529 -0.76570
C 3.36613 -2.20499 -1.28574
O 3.12808 -3.32202 -2.21024
C 2.94112 -4.47810 -1.58428
O 1.60323 -4.61059 -1.10422
C 1.34694 -5.89030 -0.53925
C 0.08306 -5.85732 0.27620
O 0.47320 -5.43347 1.57400
C 1.56305 -1.85500 0.50492
I 2.73096 -3.02204 1.91963
C 0.34834 -1.33203 0.91982
P -0.53687 -1.55690 2.58484
N 0.51413 -0.66616 3.63160
O -0.19004 -3.11608 3.07316
S -0.72554 0.75528 -2.31783
H -1.34660 7.12414 2.18476
H -1.31115 7.20883 0.39190
H -0.82569 5.77007 1.24374
H -3.38852 6.18132 0.23007
H -3.53588 6.68691 1.94266
H -4.18723 4.42897 1.76780
H -2.11817 5.08314 -0.81906
H -0.96016 1.83164 3.29102
H -1.81004 0.79326 5.40644
H -4.19699 0.12249 5.45888
H -5.60608 0.40926 3.47200
H 0.47194 -1.54261 -4.01038
H 4.80267 -1.31430 -3.80779
H 3.27317 -1.88992 -4.45546
H 4.15993 -0.61313 -5.26910
H 2.56182 0.95449 -5.33325
H 2.23675 1.90074 -3.89421
H 3.90557 1.72838 -4.52470
H 3.88524 -1.43059 -1.83476
H 4.04239 -2.55247 -0.50695
H 3.18367 -5.30966 -2.29646
H 3.60868 -4.57963 -0.69646
H 1.20479 -6.62473 -1.34053
H 2.17983 -6.25882 0.10499
H -0.61395 -5.17746 -0.20152
H -0.32334 -6.86410 0.35238
H -0.16047 -4.79014 1.91729
H 0.66297 0.24429 3.20305
H 1.45031 -1.07551 3.65398
H 0.47753 -3.09185 3.76935
Ba 3.85414 -6.05073 0.50778

From a Löwdin analysis of the wavefunction, the atomic charges in e read:
1 C -0.12
2 C -0.28
3 C -0.57
4 Cl 0.70
5 C -0.15
6 C 0.06
7 C -0.12
8 C -0.78
9 O -0.02
10 O 0.00
11 C -0.34
12 C -0.16
13 C -0.06
14 C -0.30
15 C -0.12
16 C -0.08
17 C -0.08
18 C -0.12
19 N 0.15
20 N -0.05
21 F -0.02
22 C -0.23
23 C -0.35
24 C -0.01
25 B -0.58
26 O 0.14
27 N -0.10
28 C -0.07
29 C -0.05
30 C -0.22
31 C -0.11
32 O -0.02
33 C -0.43
34 O -0.05
35 C -0.32
36 C -0.17
37 O -0.13
38 C -0.47
39 I 1.05
40 C -0.29
41 P 0.94
42 N -0.16
43 O -0.40
44 S 1.21
45 H 0.06
46 H 0.08
47 H 0.06
48 H 0.10
49 H 0.10
50 H 0.11
51 H 0.12
52 H 0.10
53 H 0.11
54 H 0.10
55 H 0.10
56 H 0.12
57 H 0.08
58 H 0.08
59 H 0.09
60 H 0.09
61 H 0.09
62 H 0.09
63 H 0.12
64 H 0.07
65 H 0.17
66 H -0.12
67 H 0.16
68 H -0.18
69 H 0.16
70 H 0.14
71 H 0.06
72 H 0.04
73 H -0.02
74 H 0.01
75 Ba 1.99

---

The following is a DFT calculation (the ωB97M-V functional and the def2-TZVPD basis) of C27H30BCrF4N2S2 as an isolated structure.

The calculation puts the LUMO energy (alpha / beta) at -0.2690 / -0.2723 hartree. As for the charge: +2. Its frontier orbital gap (alpha / beta) is 6.886 / 6.796 eV. As for the spin multiplicity: 4.

CARTESIAN COORDINATES (ANGSTROEM)
Cr 2.07458 -1.09351 -1.13070
C 5.08930 -3.88699 -0.79650
C 3.99331 -3.20858 -1.56481
C 2.66290 -3.64023 -1.46517
C 1.66706 -3.14889 -2.31861
C 0.30294 -3.77897 -2.36541
C 2.00828 -2.10242 -3.20091
C 3.30034 -1.54676 -3.21734
C 3.63087 -0.38891 -4.11816
C 4.27735 -2.13578 -2.41026
H 5.71270 -4.45150 -1.49344
H 4.69961 -4.58016 -0.05431
H 5.74179 -3.16704 -0.30443
H 2.41409 -4.44419 -0.78158
H 0.32215 -4.60701 -3.07682
H -0.45660 -3.07391 -2.69778
H 0.01587 -4.18380 -1.39607
H 1.28361 -1.77525 -3.93687
H 4.06738 -0.76093 -5.04738
H 4.35597 0.27462 -3.65002
H 2.74220 0.18623 -4.37202
H 5.28898 -1.74917 -2.45374
S 0.97051 -1.14655 0.94263
C -0.12790 0.12322 0.80818
N -0.74215 0.60074 1.85239
C -1.91014 1.49287 1.68937
C -1.67847 2.41515 0.53964
N -1.29787 1.65595 -0.66851
C -1.93570 2.12033 -1.92919
C -3.39364 1.74144 -1.92460
C -3.77534 0.40423 -1.84393
C -5.11869 0.06530 -1.84667
C -6.08691 1.06086 -1.93098
C -5.70916 2.39121 -2.01312
C -4.36164 2.73326 -2.00350
C -0.50348 0.64373 -0.58111
S 0.09866 -0.16914 -1.95479
C -0.44885 0.08240 3.22778
C -0.82478 1.05526 4.30346
C -1.92107 0.81312 5.12090
C -2.26834 1.72989 6.10539
C -1.52506 2.88970 6.26406
C -0.42469 3.13315 5.44918
C -0.07307 2.21548 4.47311
H -2.02510 2.07072 2.60190
H -2.80260 0.87811 1.55275
H -0.87714 3.12421 0.75668
H -2.58701 2.96833 0.31402
H -1.39379 1.69667 -2.76896
H -1.82333 3.20360 -1.96138
H -3.02530 -0.37995 -1.78998
H -5.41435 -0.97416 -1.79351
H -7.13581 0.79527 -1.93436
H -6.45991 3.16643 -2.08731
H -4.06871 3.77567 -2.07103
H 0.61761 -0.13318 3.25412
H -0.97999 -0.86567 3.33978
H -2.49829 -0.09760 5.00228
H -3.11814 1.53603 6.74629
H -1.79494 3.60267 7.03172
H 0.16278 4.03202 5.58276
H 0.80070 2.39477 3.85340
F 5.04863 0.08380 1.87443
B 4.87735 -0.48491 0.71490
F 3.93151 -1.44128 0.60002
F 5.62981 -0.22710 -0.32917
F 2.79912 0.48711 -0.71670

From a Löwdin analysis of the wavefunction, the atomic charges in e read:
1 Cr 0.52
2 C 0.01
3 C -0.23
4 C 0.01
5 C -0.32
6 C -0.01
7 C -0.13
8 C -0.28
9 C 0.01
10 C 0.02
11 H 0.11
12 H 0.10
13 H 0.09
14 H 0.15
15 H 0.11
16 H 0.08
17 H 0.10
18 H 0.13
19 H 0.11
20 H 0.10
21 H 0.09
22 H 0.15
23 S 0.89
24 C -0.57
25 N -0.04
26 C -0.06
27 C -0.06
28 N -0.05
29 C -0.08
30 C -0.23
31 C -0.04
32 C -0.06
33 C -0.05
34 C -0.05
35 C -0.03
36 C -0.55
37 S 0.87
38 C -0.09
39 C -0.27
40 C -0.03
41 C -0.05
42 C -0.05
43 C -0.05
44 C -0.04
45 H 0.13
46 H 0.16
47 H 0.16
48 H 0.14
49 H 0.10
50 H 0.14
51 H 0.10
52 H 0.11
53 H 0.12
54 H 0.12
55 H 0.12
56 H 0.10
57 H 0.14
58 H 0.12
59 H 0.12
60 H 0.12
61 H 0.12
62 H 0.12
63 F 0.32
64 B -0.85
65 F 0.17
66 F 0.30
67 F -0.41

---

Number 1: E -3640.20328 hartree. Number 2: E -3439.72912 hartree. Number 3: E -3421.27475 hartree.